Entry 1:
{
  "formula": "C3H5OP",
  "method": "ωB97M-V with the def2-TZVPD basis set",
  "gap_ev": 9.050,
  "smiles": "P=C1COC1",
  "lumo_energy_ev": -0.07,
  "e_above_lowest_kj_mol": 188.51,
  "elements": ["C", "C", "C", "O", "P", "H", "H", "H", "H", "H"],
  "coordinates": [[0.347, 0.036, 0.391], [-0.727, 1.005, -0.047], [0.076, -0.722, -0.933], [-0.985, 0.220, -1.255], [1.028, 0.188, 1.959], [-1.536, 0.950, 0.630], [-0.451, 1.963, -0.301], [0.904, -0.771, -1.742], [-0.347, -1.719, -0.843], [1.691, -1.149, 2.140]],
  "atomic_forces_ev_per_a": [[0.7, 0.1, 1.2], [0.3, -2.7, -0.9], [0.6, 0.4, -0.4], [0.5, 0.0, 0.3], [-0.1, -1.8, -1.5], [-1.2, 0.3, 0.6], [0.6, 2.4, -0.4], [-1.1, 0.4, 1.5], [0.1, -0.3, 0.2], [-0.4, 1.3, -0.5]]
}

Entry 2:
{
  "formula": "C5H11ClN2",
  "method": "ωB97M-V with the def2-TZVPD basis set",
  "gap_ev": 9.017,
  "lumo_energy_ev": 0.69,
  "e_above_lowest_kj_mol": 502.05,
  "elements": ["C", "C", "C", "C", "C", "H", "H", "H", "H", "H", "H", "H", "H", "H", "H", "H", "N", "N", "Cl"],
  "coordinates": [[2.576, -0.536, -0.309], [1.422, 0.369, 0.115], [0.168, -0.539, 0.417], [-0.798, -0.684, -0.721], [-1.070, -0.018, 0.481], [2.801, -1.473, 0.311], [3.469, 0.035, -0.114], [2.697, -1.106, -1.447], [1.832, 0.837, 1.042], [1.269, 1.230, -0.409], [0.924, -2.358, 0.579], [-0.408, -1.802, 1.802], [-1.654, -1.507, -0.824], [-1.252, -0.201, -3.230], [0.024, 0.400, -2.135], [-1.793, -0.564, 1.186], [0.536, -1.647, 1.221], [-0.527, -0.366, -2.159], [-1.280, 1.709, 0.583]],
  "atomic_forces_ev_per_a": [[1.8, -2.8, -2.4], [0.4, -3.4, 2.5], [6.5, -1.2, -1.7], [-3.8, -4.1, -5.7], [-6.5, 3.8, 3.9], [-1.0, 1.5, -0.3], [0.6, 0.2, -0.6], [-0.9, 2.3, 2.8], [-0.8, -0.7, 0.1], [-0.7, 1.8, -2.4], [-1.0, -0.1, 1.2], [3.2, -1.0, -1.8], [2.6, 0.8, 0.7], [2.0, -0.7, 5.4], [2.3, 3.1, -0.6], [0.8, 1.1, -1.1], [-2.3, -0.2, 1.8], [-2.8, -1.5, -2.3], [-0.3, 1.0, 0.2]]
}

Entry 3:
{
  "formula": "C2H5N3OS2",
  "method": "ωB97M-V with the def2-TZVPD basis set",
  "gap_ev": 9.151,
  "smiles": "ONC(=S)N/C=N\\S",
  "lumo_energy_ev": 0.24,
  "e_above_lowest_kj_mol": 292.85,
  "elements": ["C", "C", "H", "H", "H", "H", "H", "N", "N", "N", "O", "S", "S"],
  "coordinates": [[1.097, -0.008, -0.050], [-1.145, -1.056, -0.369], [3.213, -0.145, 0.845], [1.215, -1.953, 0.370], [-0.675, 0.985, 0.197], [-0.662, -2.022, -0.592], [-4.315, 0.205, -0.061], [1.786, -1.128, 0.091], [-0.253, 0.004, -0.174], [-2.420, -1.026, -0.228], [3.060, -1.053, 0.285], [1.970, 1.470, -0.165], [-3.017, 0.579, 0.269]],
  "atomic_forces_ev_per_a": [[1.6, 2.3, -0.9], [0.2, -0.2, 0.7], [-0.5, -2.1, -1.7], [1.5, 0.5, 0.1], [1.3, -3.1, -1.6], [-0.4, 0.5, -0.2], [1.1, 0.6, 0.4], [-4.9, -0.9, -0.3], [-2.6, 2.4, 1.4], [0.9, 1.3, 0.1], [3.8, 1.4, 2.2], [-0.8, -0.9, 0.6], [-1.2, -1.7, -0.8]]
}